Below is a molecular structure, C20H23BeCl3CsF6LiN3NaO17S2, with properties calculated with ωB97M-V with the def2-TZVPD basis set.

Each line ends with the Löwdin charge.
Positions of all 78 atoms, in Å:
Cs -1.298 2.209 1.958  1.685
Cl 4.321 -6.442 -5.357  0.708
Cl -0.584 -2.483 0.514  0.869
Cl -3.494 -3.607 -0.195  0.701
S -5.156 -1.419 -6.628  0.449
S 2.475 4.658 5.653  0.466
Na -3.443 -0.865 -2.696  0.616
F -4.699 -2.351 -9.074  0.132
F 4.366 2.817 6.023  0.119
F -4.560 -3.849 -7.543  0.110
F 4.431 3.742 4.082  0.095
F 5.128 4.810 5.812  0.126
F -6.483 -3.128 -8.176  0.121
O 0.653 -3.781 -5.682  -0.113
O 1.709 -4.853 -4.135  0.004
O 1.821 4.317 10.553  0.047
O 1.576 3.639 5.135  -0.372
O -3.738 -1.123 -6.463  -0.348
O 5.280 -7.242 -6.048  -0.283
O -5.768 -2.008 -5.433  -0.384
O 3.670 3.252 10.723  0.050
O 3.965 -7.025 -4.112  -0.262
O 0.278 -1.310 -3.695  -0.105
O 2.439 5.896 4.897  -0.332
O 3.075 -6.367 -6.190  -0.417
O -5.909 -0.319 -7.172  -0.307
O 2.944 3.826 8.789  0.041
O 4.802 -5.106 -5.172  -0.306
O 2.367 4.848 7.086  -0.312
O 3.242 -0.797 -0.822  -0.124
N 2.268 -2.149 -2.987  -0.110
N 2.808 3.798 10.030  -0.593
N -1.162 8.103 6.636  -0.018
C 3.699 -2.150 -0.901  -0.143
C 4.174 3.978 5.383  -0.657
C -2.061 -2.253 -4.034  -0.035
C -5.228 -2.744 -7.913  -0.666
C -2.956 0.508 1.587  -0.378
C -1.836 -0.286 1.345  -0.254
C 0.615 7.576 7.850  -0.087
C -1.356 8.663 7.871  -0.169
C -3.244 -2.028 0.486  -0.653
C 0.859 -2.068 -2.629  -0.216
C 0.042 7.443 6.616  -0.125
C 1.561 -3.816 -4.736  -0.695
C 2.415 -2.539 -4.396  -0.083
C -1.086 -1.029 -3.561  -0.235
C -0.271 8.350 8.648  -0.110
C 3.046 -3.043 -2.147  -0.107
C 2.614 -1.750 0.290  -0.080
C -1.985 -1.553 0.792  -0.651
C -4.222 0.031 1.274  -0.030
C -4.368 -1.233 0.726  -0.094
Be 2.313 -5.575 -7.473  0.820
Li -5.782 -4.286 -0.618  0.805
H 1.944 -2.580 -0.156  -0.003
H -1.800 8.166 5.866  0.127
H -1.292 -0.194 -4.276  0.147
H 3.981 -3.395 -2.619  0.128
H -2.027 -2.415 -5.132  0.099
H 1.565 7.165 8.149  0.095
H 0.382 6.936 5.727  0.087
H -5.094 0.645 1.459  0.133
H -1.317 -0.614 -2.501  0.107
H -2.833 1.495 2.020  -0.226
H -2.246 9.231 8.089  0.092
H -5.359 -1.599 0.487  0.104
H 4.755 -2.410 -0.572  0.150
H -1.818 -3.168 -3.456  0.087
H -0.127 8.644 9.675  0.087
H 2.474 -3.866 -1.671  0.125
H 2.186 -1.728 -5.114  0.124
H 1.780 -1.024 0.270  0.062
H 0.731 -1.466 -1.702  0.086
H 0.377 -3.067 -2.472  0.136
H -3.156 -1.920 -3.843  0.019
H 3.478 -2.814 -4.589  0.121
H -0.846 0.088 1.590  0.001

Atoms 1-2, force components in eV/Å:
10.06 9.72 1.60
2.99 0.21 2.32

Values from the calculation:
**Strongest force on any atom**: 14.08 eV/A
**Total charge**: 0
**LUMO**: -4.880 eV
**2S+1**: 1
**HOMO-LUMO gap**: 0.754 eV
**Calculated total energy**: -5198.8970 a.u.

Below is a molecular structure, C30H34Cl2MoN5O3P2S4, with properties calculated with ωB97M-V with the def2-TZVPD basis set.

Each line ends with the Löwdin charge.
Positions of all 81 atoms, in Å:
Mo -0.729 -0.680 -0.174  0.536
Cl 6.297 -0.845 -0.358  0.515
Cl 3.988 0.260 -1.808  0.609
S -1.401 -1.540 -2.346  0.660
S -2.880 -0.054 0.234  0.682
S -1.675 -2.895 0.243  0.635
S 0.523 0.828 -1.659  0.677
P 1.868 -2.935 -1.523  0.418
P -0.485 1.633 0.829  0.892
O 0.659 -2.459 2.007  -0.142
O 1.257 -1.873 -0.652  -0.514
O 2.338 -2.709 -2.914  -0.317
N 0.077 -1.169 1.884  -0.162
N -0.681 -1.883 -5.872  0.170
N 3.500 -2.499 0.599  0.126
N 1.543 1.713 -5.076  0.183
N 0.192 -4.262 -3.107  0.120
C -0.002 -0.664 3.056  -0.060
C 3.273 -3.529 -0.461  -0.162
C 5.711 -0.068 -1.865  -0.940
C -3.382 -2.679 -0.023  -0.741
C -0.613 -1.275 -4.897  -0.272
C -1.161 3.630 -0.992  -0.115
C 0.243 0.368 -3.297  -0.667
C 1.397 3.747 0.973  -0.072
C 1.183 2.375 0.889  -0.381
C -3.707 4.042 0.030  -0.065
C -0.622 0.776 4.861  -0.020
C 3.755 3.370 1.265  -0.066
C -3.283 4.757 -1.080  -0.065
C -4.178 -3.930 -0.248  -0.101
C -1.183 2.916 3.221  -0.068
C 2.267 1.507 0.990  -0.155
C 3.548 2.001 1.182  -0.099
C -3.907 -1.438 -0.016  -0.716
C -0.808 1.712 2.634  -0.261
C -2.009 4.550 -1.589  -0.059
C 0.769 -4.414 -1.738  -0.202
C -5.377 -1.150 -0.185  -0.111
C -1.041 1.965 5.424  -0.049
C -0.504 0.635 3.474  -0.192
C -1.579 2.907 0.127  -0.395
C 2.680 4.240 1.154  -0.057
C -1.313 3.042 4.596  -0.036
C -0.536 -0.692 -3.595  -0.679
C -2.863 3.121 0.630  -0.153
C 0.959 1.102 -4.296  -0.257
H -5.973 -1.643 0.585  0.084
H 1.374 -5.320 -1.725  0.105
H -1.618 3.991 5.018  0.117
H -1.138 2.056 6.497  0.115
H -0.039 -4.477 -1.013  0.035
H 3.065 -4.479 0.030  0.108
H 0.566 4.437 0.896  0.108
H 5.919 -0.752 -2.679  0.035
H -3.216 2.563 1.486  0.088
H 4.180 -3.617 -1.055  0.106
H -1.379 3.777 2.597  0.108
H 2.839 5.309 1.209  0.112
H -1.670 5.103 -2.455  0.112
H 4.388 1.320 1.247  0.085
H -0.381 -0.065 5.500  0.118
H 3.842 -1.635 0.166  0.051
H -0.069 -5.140 -3.549  0.167
H -5.565 -0.079 -0.122  0.061
H -0.172 3.476 -1.400  0.079
H -0.039 -3.039 1.633  -0.016
H 6.257 0.862 -1.967  0.034
H 0.332 -1.311 3.862  0.142
H -0.637 -3.647 -3.040  0.057
H 4.754 3.761 1.408  0.110
H -5.248 -3.740 -0.184  0.074
H -3.918 -4.692 0.488  0.076
H -4.700 4.196 0.430  0.110
H -5.733 -1.491 -1.158  0.090
H 2.103 0.440 0.878  0.063
H 2.588 -2.291 1.057  0.117
H -3.966 -4.342 -1.237  0.084
H -3.943 5.475 -1.548  0.110
H 4.186 -2.801 1.288  0.161
H 0.904 -3.757 -3.674  0.124

Atoms 1-2, force components in eV/Å:
-0.30 0.04 -0.56
-0.08 -0.01 -0.03

Values from the calculation:
**Strongest force on any atom**: 0.63 eV/A
**Total charge**: +1
**LUMO (spin up / spin down)**: -3.240 / -3.238 eV
**2S+1**: 1
**Energy above the lowest of the compared OMol25 structures with the same formula, charge and spin**: 0.0 kcal per mole
**HOMO-LUMO gap (spin up / spin down)**: 6.398 / 6.399 eV
**Calculated total energy**: -4927.0187 a.u.

Below is a molecular structure, C67H76N3NbO9PS2, with properties calculated with ωB97M-V with the def2-TZVPD basis set.

Each line ends with the Löwdin charge.
Positions of all 159 atoms, in Å:
Nb -1.118 -0.644 -0.797  1.593
S 0.582 4.129 -4.581  0.733
S 3.332 4.697 -3.403  0.530
P -0.420 -2.861 -1.898  0.709
O 8.696 2.389 1.028  0.096
O -8.631 1.450 -3.054  0.098
O 0.258 3.365 1.251  -0.285
O -0.407 -6.519 7.553  0.088
O 0.386 -2.936 2.141  -0.115
O 12.030 3.631 5.009  0.092
O -12.170 4.343 -0.295  0.090
O -4.944 1.250 0.038  -0.176
O 3.089 -8.038 3.814  0.090
N -2.678 -0.258 -2.222  -0.215
N 2.599 1.978 -3.972  -0.182
N 0.562 -0.769 0.547  -0.138
C 11.049 0.894 1.232  0.009
C -2.373 -4.938 -2.013  -0.234
C 0.579 0.624 -5.059  -0.215
C -9.622 4.046 0.819  0.003
C 4.298 1.638 -2.008  -0.193
C 0.948 -3.637 4.830  -0.054
C 0.335 -0.367 -3.776  -0.327
C 2.290 -9.969 5.671  0.002
C 1.846 -6.282 4.755  -0.091
C -4.509 -0.921 -3.845  -0.236
C -11.349 3.703 -0.940  -0.281
C -4.938 -0.209 0.312  -0.232
C 2.310 -7.683 4.691  -0.281
C 9.476 2.694 1.923  -0.275
C 9.173 3.821 2.827  -0.084
C -1.209 -4.376 -0.990  -0.483
C -11.099 1.941 -4.269  0.006
C 5.327 0.307 0.048  -0.143
C -8.343 3.829 1.334  -0.050
C -9.990 3.480 -0.409  -0.091
C 0.326 0.370 -2.313  -0.382
C 5.148 0.255 -1.602  -0.252
C 4.049 1.691 -3.661  -0.227
C -12.366 2.186 -4.801  -0.062
C 0.931 -8.244 6.689  -0.085
C -7.794 2.479 -0.594  0.016
C -2.581 -1.630 0.633  -0.391
C 2.346 -5.345 3.843  0.018
C 8.016 4.582 2.622  0.012
C -9.433 2.139 -2.434  -0.277
C -1.455 1.473 0.024  -0.276
C 12.823 1.586 3.274  0.003
C -2.975 5.635 -3.177  -0.154
C 13.141 0.551 2.392  -0.062
C 10.030 4.128 3.883  -0.087
C 1.867 -10.878 6.641  -0.068
C -12.980 3.381 -2.792  0.002
C 0.618 -1.934 1.251  -0.251
C 0.513 -9.157 7.665  0.001
C 0.912 -5.892 5.714  -0.094
C 12.251 0.201 1.377  -0.060
C 0.453 -4.568 5.744  0.010
C -9.072 2.707 -1.120  -0.082
C 11.614 2.281 3.134  -0.086
C 1.829 -8.646 5.701  -0.084
C -13.309 2.897 -4.059  -0.064
C -3.748 -0.597 -5.265  -0.156
C 8.557 5.930 4.553  -0.060
C 2.266 3.453 -3.978  -0.894
C 1.505 -3.139 -1.757  -0.385
C -0.167 1.861 1.194  -0.249
C 7.713 5.639 3.482  -0.054
C -1.798 4.515 -2.910  -0.301
C 0.416 -6.861 6.712  -0.283
C 2.089 1.245 -5.190  -0.207
C -3.318 -1.482 -2.805  -0.376
C 0.985 -10.471 7.642  -0.068
C 10.734 1.943 2.106  -0.083
C -0.264 5.079 -3.177  -0.465
C -11.703 3.151 -2.264  -0.085
C -3.722 -0.690 1.322  -0.267
C 1.900 -4.022 3.886  -0.074
C 1.318 2.386 0.463  -0.061
C -10.769 2.419 -2.995  -0.084
C 9.715 5.178 4.756  0.003
C 11.279 3.364 4.079  -0.280
C -7.432 3.040 0.632  -0.040
H 4.827 2.367 -4.217  0.111
H 1.638 -3.668 -0.699  0.036
H -1.844 4.208 -1.771  0.096
H 5.755 -0.705 0.495  0.078
H 7.350 4.356 1.791  0.124
H -2.649 -2.141 -3.501  0.060
H -3.479 0.550 -5.249  0.074
H 1.395 0.516 -1.836  0.021
H -3.464 -4.606 -1.734  0.059
H -0.286 -4.259 6.481  0.119
H -2.441 1.644 0.605  0.015
H 6.199 0.250 -2.129  0.103
H 1.938 -3.770 -2.646  0.038
H 10.361 0.618 0.434  0.123
H 4.258 0.506 0.490  0.065
H -14.300 3.080 -4.469  0.105
H -12.618 1.819 -5.794  0.106
H -3.371 0.463 -1.894  0.029
H -0.402 -5.240 -0.916  0.077
H 0.375 5.033 -2.185  0.086
H -4.454 -0.899 -6.180  0.076
H -4.983 0.082 -3.458  0.093
H 14.082 0.017 2.499  0.106
H 5.998 1.226 0.335  0.067
H -13.719 3.940 -2.220  0.120
H -5.216 1.295 -0.937  0.079
H 2.983 -10.293 4.895  0.119
H -0.123 1.463 -2.478  0.042
H -0.178 -8.849 8.448  0.119
H 1.164 2.931 -0.564  0.095
H -2.745 -1.176 -5.440  0.065
H 1.165 -1.213 -3.730  0.085
H -3.885 -2.179 -2.056  0.070
H 13.521 1.852 4.065  0.120
H -2.275 -6.115 -2.186  0.071
H 2.258 2.424 1.155  0.097
H 6.817 6.233 3.317  0.110
H -10.370 1.380 -4.852  0.122
H -2.101 -2.264 1.512  0.046
H 3.276 1.566 -1.409  0.088
H 0.663 -11.178 8.404  0.103
H -2.666 6.493 -3.920  0.072
H -4.977 -0.871 -0.659  0.106
H -3.928 5.052 -3.594  0.079
H 2.046 2.056 -6.065  0.118
H 0.405 -0.048 -6.030  0.113
H -8.058 4.274 2.285  0.108
H 1.976 -2.071 -1.641  0.011
H -1.566 -4.155 0.095  0.048
H -0.279 1.421 -5.072  0.077
H -0.350 6.205 -3.566  0.084
H 10.372 5.415 5.591  0.120
H -3.174 -2.441 -0.015  0.039
H -0.745 -0.848 -3.934  0.047
H -5.349 -1.757 -3.980  0.109
H -6.438 2.864 1.037  0.103
H -4.267 -1.389 2.125  0.102
H -3.275 6.079 -2.110  0.083
H 4.532 -0.697 -1.940  0.104
H -2.004 3.555 -3.586  0.101
H -7.076 1.868 -1.138  0.100
H -0.087 1.155 2.229  0.142
H 12.495 -0.610 0.694  0.107
H 0.594 -2.609 4.857  0.112
H -5.974 -0.418 0.869  0.122
H 2.230 -11.904 6.619  0.103
H -3.290 0.203 1.987  0.109
H 4.891 2.622 -1.735  0.097
H 3.085 -5.639 3.101  0.122
H -1.242 2.333 -0.777  0.028
H -10.328 4.661 1.375  0.119
H -2.165 -4.468 -3.091  0.040
H 4.277 0.575 -4.017  0.120
H 8.316 6.748 5.229  0.106
H 2.786 0.389 -5.590  0.128
H 2.295 -3.294 3.182  0.098

Atoms 1-2, force components in eV/Å:
-1.68 1.70 -2.15
0.83 -1.10 0.88

Values from the calculation:
**Strongest force on any atom**: 10.10 eV/A
**Total charge**: -1
**LUMO**: 0.094 eV
**2S+1**: 1
**HOMO-LUMO gap**: 4.659 eV
**Calculated total energy**: -4634.2051 a.u.

Which of these has the highest total charge?
C30H34Cl2MoN5O3P2S4